w.
The following is a DFT calculation (the ωB97M-V functional and the def2-TZVPD basis) of the ion C4H4N3OS with charge -1.

Results
- LUMO energy (eV) = 3.74
- net charge = -1
- multiplicity = 1
- highest occupied orbital energy (eV) = -2.99

CARTESIAN COORDINATES (ANGSTROEM)
C -0.028 1.144 -0.522
C 0.478 0.131 0.243
C -0.631 -0.783 0.574
C 1.784 -0.183 0.699
N -2.812 -0.733 -1.449
N -1.246 1.013 -1.364
N -2.008 0.058 -1.286
O -0.836 -2.077 0.326
S -1.878 0.314 1.298
H 0.612 1.911 -0.874
H 2.499 0.626 0.487
H 2.067 -1.002 0.102
H 2.000 -0.419 1.767

Results of the Löwdin charge analysis, in e, for atoms 1 through 2: atom 1 (C): -0.1431, atom 2 (C): -0.4168

x.
The following is a DFT calculation (the ωB97M-V functional and the def2-TZVPD basis) of the ion C4H4N3OS with charge -1.

Results
- LUMO energy (eV) = 3.42
- net charge = -1
- multiplicity = 1
- highest occupied orbital energy (eV) = -2.52

CARTESIAN COORDINATES (ANGSTROEM)
C -2.112 1.171 0.141
C -2.677 -0.011 0.066
C 0.625 0.055 0.607
C 1.807 -0.643 0.475
N -0.953 1.864 0.109
N 0.238 1.138 0.035
N 1.966 -1.456 -0.622
O 2.595 -0.774 1.380
S -3.582 -1.312 -0.043
H -2.776 1.984 0.454
H 0.984 1.848 -0.525
H 1.296 -1.647 -1.385
H 2.588 -2.218 -0.691

Results of the Löwdin charge analysis, in e, for atoms 1 through 2: atom 1 (C): -0.3870, atom 2 (C): -0.7222

Computed relative energies in units of kJ/mol: w 0.0; x 88.0